ORCA calculation (ωB97M-V with the def2-TZVPD basis set) on a molecular structure, C51H43BrF4InN4O4P2Si.

Calculated values
- electronic energy (Ha) = -6624.871171
- total charge = +1
- HOMO energy (eV) = -10.40
- Kohn-Sham gap (eV) = 7.68
- energy above the lowest of the compared OMol25 structures with the same formula, charge and spin (kJ/mol) = 167.2

Cartesian coordinates (Å):
In: 0.0016 -0.1773 0.2141
F: -6.9247 1.6305 4.7511
C: -5.7376 1.6212 4.1757
C: -5.0946 2.8071 3.8883
F: -5.6603 3.9634 4.1962
C: -3.8477 2.7768 3.2909
F: -3.2528 3.9552 3.0951
C: -3.2145 1.5955 2.9288
P: -1.6206 1.6653 2.0019
C: -1.8622 3.0370 0.8270
C: -2.3301 2.6486 -0.4298
C: -2.4843 3.5690 -1.4539
C: -2.1592 4.9003 -1.2318
C: -1.7091 5.3005 0.0189
C: -1.5689 4.3792 1.0467
C: -0.4811 2.1442 3.3406
C: 0.5085 3.1151 3.2371
C: 1.3609 3.3520 4.3093
C: 1.2461 2.6178 5.4790
C: 0.2771 1.6255 5.5781
C: -0.5805 1.3903 4.5163
C: -3.8664 0.4053 3.2828
Br: -3.0578 -1.2781 3.0871
C: -5.1099 0.4221 3.8861
F: -5.7268 -0.7060 4.2213
H: -2.5905 1.6078 -0.6119
H: -2.8501 3.2450 -2.4204
H: -2.2660 5.6261 -2.0279
H: -1.4685 6.3398 0.2018
H: -1.2398 4.7216 2.0172
H: 0.6615 3.6544 2.3153
H: 2.1232 4.1157 4.2185
H: 1.9081 2.8144 6.3130
H: 0.1808 1.0440 6.4861
H: -1.3406 0.6215 4.6101
N: 2.9484 -0.5917 -0.9206
P: 1.7366 -1.7874 -1.0903
C: 2.5712 -3.3291 -0.6201
C: 2.8013 -3.5678 0.7351
C: 3.5289 -4.6779 1.1324
C: 4.0224 -5.5618 0.1827
C: 3.7996 -5.3273 -1.1675
C: 3.0796 -4.2131 -1.5719
C: 1.4304 -1.9311 -2.8556
C: 1.8915 -1.0070 -3.7887
C: 1.5232 -1.1294 -5.1235
C: 0.6821 -2.1570 -5.5218
C: 0.2136 -3.0756 -4.5906
C: 0.5844 -2.9658 -3.2610
C: 3.1473 -0.0749 0.3617
C: 4.3750 0.4864 0.7089
C: 4.5572 0.9355 1.9974
C: 3.5188 0.8284 2.9171
C: 2.3227 0.3097 2.4846
N: 2.1280 -0.1413 1.2320
H: 3.7914 -0.6666 -1.4707
H: 2.4143 -2.8844 1.4813
H: 3.7029 -4.8572 2.1858
H: 4.5816 -6.4343 0.4946
H: 4.1898 -6.0111 -1.9104
H: 2.9205 -4.0373 -2.6278
H: 2.5341 -0.1898 -3.4812
H: 1.8875 -0.4160 -5.8516
H: 0.3910 -2.2429 -6.5609
H: -0.4406 -3.8800 -4.9024
H: 0.2180 -3.6838 -2.5346
H: 5.1641 0.5477 -0.0290
H: 5.5064 1.3658 2.2892
H: 3.6255 1.1626 3.9381
H: 1.4721 0.2485 3.1516
C: -3.1925 -2.9437 -2.1562
Si: -2.6125 -1.4169 -1.2538
C: -1.8333 -0.2670 -2.5090
C: -4.1255 -0.6086 -0.5085
N: -1.4013 -1.6481 0.0030
C: -0.9483 -2.7797 0.6939
C: -1.0943 -4.0966 0.2293
C: -0.6434 -5.1741 0.9769
C: -0.0244 -4.9911 2.2070
C: 0.1461 -3.7005 2.6770
C: -0.3000 -2.6196 1.9302
H: -3.9332 -2.6084 -2.8900
H: -3.6892 -3.6597 -1.4990
H: -2.3995 -3.4525 -2.7064
H: -2.5794 0.0808 -3.2301
H: -1.0422 -0.7622 -3.0747
H: -1.4126 0.6528 -2.0733
H: -4.7527 -0.1493 -1.2783
H: -3.8768 0.1613 0.2270
H: -4.7293 -1.3600 0.0083
H: -1.5625 -4.2799 -0.7229
H: -0.7796 -6.1754 0.5864
H: 0.3165 -5.8392 2.7855
H: 0.6217 -3.5249 3.6351
H: -0.1913 -1.6218 2.3579
O: 2.0131 3.4165 0.3467
C: 1.4257 2.6520 -0.3903
O: 0.5913 1.7458 0.0690
C: 1.6074 2.7501 -1.8758
C: 2.6813 3.4989 -2.3578
C: 2.8839 3.6486 -3.7205
C: 1.9998 3.0714 -4.6239
C: 0.9278 2.3601 -4.1201
C: 0.7185 2.1777 -2.7676
N: -0.0512 1.7827 -5.0603
O: 0.2926 1.6522 -6.2206
O: -1.1284 1.4396 -4.6086
H: 3.3438 3.9632 -1.6404
H: 3.7213 4.2289 -4.0843
H: 2.1207 3.1759 -5.6922
H: -0.1515 1.6266 -2.4398